(1)
This record from the OMol25 dataset describes a structure of composition C45H50CaN8O2PSSb2. The level of theory is wB97M-V/def2-TZVPD.

Last column: Löwdin charge in e.
Atoms and positions in Å:
1 Ca 1.032 -1.526 -1.258  1.17
2 C -3.887 3.756 1.320  -0.35
3 Sb -2.982 1.859 0.862  1.24
4 C -3.833 0.887 2.577  -0.33
5 C -4.457 1.299 -0.653  -0.34
6 C -5.488 0.336 -0.174  -0.31
7 C -6.630 0.830 0.458  -0.07
8 C -7.582 -0.012 1.007  -0.09
9 C -7.405 -1.385 0.925  -0.08
10 C -6.290 -1.891 0.280  -0.06
11 C -5.323 -1.055 -0.280  -0.30
12 C -4.143 -1.659 -0.973  -0.38
13 Sb -2.365 -1.718 0.271  1.21
14 C -1.962 -4.592 -1.913  -0.09
15 C -3.164 -3.169 1.628  -0.36
16 H -4.947 3.619 1.539  0.00
17 H -3.783 4.443 0.480  -0.01
18 H -3.395 4.188 2.191  0.00
19 H -4.779 0.406 2.327  0.00
20 H -4.011 1.651 3.335  0.01
21 H -3.143 0.146 2.975  -0.04
22 H -3.908 0.939 -1.519  0.01
23 H -4.922 2.249 -0.923  0.06
24 H -6.765 1.905 0.524  0.11
25 H -8.456 0.402 1.493  0.10
26 H -8.140 -2.060 1.345  0.10
27 H -6.164 -2.965 0.192  0.11
28 H -3.883 -1.132 -1.891  0.03
29 H -4.355 -2.695 -1.242  0.04
30 H -3.049 -4.599 -1.875  0.08
31 H -1.609 -5.438 -2.508  0.10
32 H -1.624 -3.660 -2.376  0.06
33 H -3.630 -3.963 1.044  0.00
34 H -3.912 -2.720 2.282  0.00
35 H -2.364 -3.607 2.221  -0.01
36 N 1.479 -1.145 4.210  0.11
37 C 0.186 -1.281 4.649  -0.07
38 C -0.558 -1.479 3.526  -0.15
39 N 0.240 -1.461 2.412  0.11
40 C 1.455 -1.252 2.854  -0.31
41 C 2.620 -1.132 1.998  -0.27
42 N 2.583 -1.089 0.682  0.04
43 C 3.894 -1.008 0.270  -0.15
44 C 4.721 -0.985 1.345  -0.06
45 N 3.896 -1.065 2.444  0.13
46 H 2.262 -0.908 4.793  0.15
47 H -0.071 -1.238 5.692  0.12
48 H -1.620 -1.647 3.463  0.07
49 H 4.164 -0.979 -0.772  0.11
50 H 5.791 -0.923 1.431  0.12
51 H 4.201 -1.083 3.401  0.16
52 C 0.464 6.577 -1.445  -0.08
53 C 1.764 6.117 -1.594  -0.08
54 C 2.107 4.846 -1.157  -0.09
55 C 1.153 4.018 -0.566  -0.36
56 C -0.154 4.486 -0.436  -0.11
57 C -0.496 5.760 -0.866  -0.08
58 P 1.513 2.346 0.093  1.09
59 C 3.025 1.973 -0.880  -0.40
60 C 4.350 2.029 -0.465  -0.10
61 C 5.374 1.684 -1.341  -0.08
62 C 5.090 1.265 -2.632  -0.08
63 C 3.768 1.192 -3.057  -0.08
64 C 2.754 1.544 -2.182  -0.14
65 C 2.114 2.738 1.773  -0.37
66 C 3.052 3.731 2.061  -0.09
67 C 3.405 4.009 3.371  -0.07
68 C 2.799 3.319 4.416  -0.08
69 C 1.839 2.357 4.146  -0.09
70 C 1.499 2.066 2.828  -0.11
71 H 0.198 7.570 -1.784  0.11
72 H 2.513 6.751 -2.052  0.11
73 H 3.122 4.493 -1.290  0.10
74 H -0.905 3.844 0.007  0.02
75 H -1.513 6.113 -0.752  0.10
76 H 4.588 2.324 0.549  0.10
77 H 6.402 1.739 -1.005  0.11
78 H 5.894 0.999 -3.306  0.11
79 H 3.538 0.876 -4.068  0.09
80 H 1.711 1.517 -2.487  0.06
81 H 3.484 4.316 1.257  0.10
82 H 4.134 4.780 3.580  0.11
83 H 3.059 3.556 5.440  0.11
84 H 1.330 1.848 4.955  0.10
85 H 0.737 1.323 2.614  0.08
86 C 3.984 -5.144 -0.283  -0.03
87 N 2.540 -5.032 -0.338  -0.07
88 C 1.762 -5.974 0.365  -0.07
89 C 0.382 -5.883 0.256  -0.02
90 C -0.156 -4.832 -0.435  -0.39
91 O -1.510 -4.703 -0.569  -0.17
92 N 0.609 -3.825 -0.985  0.02
93 C 1.945 -3.986 -0.970  -0.57
94 O 2.654 -3.091 -1.530  -0.19
95 H 4.274 -6.173 -0.496  0.09
96 H 4.351 -4.877 0.712  0.09
97 H 4.423 -4.479 -1.018  0.08
98 H 2.302 -6.756 0.869  0.10
99 H -0.262 -6.630 0.696  0.12
100 S -0.894 0.257 -2.368  0.59
101 C -0.103 -0.113 -3.784  -0.83
102 N -0.486 0.432 -4.983  0.09
103 C 0.143 0.180 -6.151  -0.03
104 C 1.215 -0.653 -6.166  -0.02
105 C 1.588 -1.210 -4.923  -0.09
106 N 0.969 -0.963 -3.797  -0.01
107 H -1.282 1.055 -4.957  0.15
108 H -0.257 0.672 -7.026  0.14
109 H 1.747 -0.882 -7.075  0.12
110 H 2.430 -1.891 -4.862  0.14

## Properties
Lowest unoccupied orbital energy (alpha / beta)   -3.39 / -3.39 eV
Kohn-Sham gap (alpha / beta)   5.31 / 3.65 eV
Net charge   +1
Energy   -4230.84683 hartree
HOMO (alpha / beta)   -0.3196 / -0.2586 hartree
ΔE to the lowest compared entry with this formula, charge and spin   89.9 kcal per mole

(2)
This record from the OMol25 dataset describes a structure of composition C45H50F3N6O5RbS. The level of theory is wB97M-V/def2-TZVPD.

Last column: Löwdin charge in e.
Atoms and positions in Å:
1 Rb 1.049 -0.666 0.278  0.95
2 C -3.274 -0.468 -1.353  -0.22
3 C -2.630 -1.782 -1.825  -0.22
4 N -1.292 -1.960 -1.326  -0.09
5 C -0.934 -3.241 -0.780  -0.22
6 C -1.573 -3.421 0.618  -0.20
7 N -1.504 -2.179 1.354  -0.09
8 C -2.701 -1.686 1.993  -0.21
9 C -3.764 -1.230 0.983  -0.22
10 N -3.300 -0.197 0.075  -0.05
11 H -2.714 0.352 -1.809  0.09
12 H -4.295 -0.437 -1.763  0.10
13 H -3.234 -2.628 -1.478  0.09
14 H -2.689 -1.804 -2.924  0.10
15 H -0.564 -1.486 -1.848  0.07
16 H -1.216 -4.086 -1.426  0.11
17 H 0.149 -3.267 -0.658  0.07
18 H -2.624 -3.703 0.505  0.10
19 H -1.073 -4.246 1.135  0.11
20 H -0.670 -2.107 1.911  0.05
21 H -3.174 -2.420 2.669  0.10
22 H -2.419 -0.815 2.588  0.09
23 H -4.131 -2.098 0.422  0.09
24 H -4.619 -0.871 1.573  0.10
25 H -2.419 0.212 0.403  0.07
26 O -1.075 1.384 1.295  -0.26
27 C -1.583 2.624 1.312  -0.53
28 C -2.230 3.018 -0.073  -0.05
29 C -1.294 3.230 -1.234  -0.23
30 C -0.866 4.517 -1.561  -0.03
31 C -0.102 4.712 -2.697  -0.07
32 C 0.241 3.620 -3.469  -0.05
33 C -0.174 2.351 -3.064  -0.27
34 C 0.294 1.143 -3.828  -0.06
35 C 1.614 0.483 -3.228  -0.55
36 O 1.341 -0.269 -2.145  -0.40
37 C 2.258 -0.449 -4.290  -0.14
38 C 1.566 -0.973 -5.376  -0.04
39 C 2.139 -1.938 -6.203  -0.11
40 C 3.423 -2.399 -5.957  -0.13
41 C 4.125 -1.889 -4.867  -0.09
42 C 3.547 -0.933 -4.049  -0.03
43 C 2.556 1.679 -2.933  -0.15
44 C 3.334 2.277 -3.924  -0.05
45 C 4.079 3.423 -3.662  -0.10
46 C 4.051 4.000 -2.398  -0.11
47 C 3.276 3.417 -1.403  -0.08
48 C 2.545 2.267 -1.667  -0.02
49 N -0.943 2.170 -1.982  0.20
50 C -0.553 3.709 1.758  -0.11
51 C -0.790 5.082 1.714  -0.06
52 C 0.137 5.993 2.207  -0.11
53 C 1.320 5.543 2.782  -0.12
54 C 1.561 4.175 2.844  -0.09
55 C 0.641 3.271 2.322  -0.01
56 C -2.736 2.732 2.387  -0.10
57 C -2.719 1.770 3.394  -0.03
58 C -3.662 1.763 4.413  -0.09
59 C -4.664 2.728 4.448  -0.13
60 C -4.697 3.695 3.453  -0.11
61 C -3.741 3.698 2.439  -0.05
62 H -2.845 3.916 0.028  0.09
63 H -2.887 2.176 -0.290  0.10
64 H -1.152 5.357 -0.941  0.09
65 H 0.226 5.707 -2.975  0.10
66 H 0.854 3.730 -4.355  0.11
67 H 0.467 1.428 -4.871  0.11
68 H -0.464 0.358 -3.774  0.12
69 H 0.555 -0.641 -5.580  0.10
70 H 1.570 -2.337 -7.037  0.09
71 H 3.868 -3.155 -6.596  0.08
72 H 5.123 -2.253 -4.648  0.09
73 H 4.082 -0.565 -3.180  0.13
74 H 3.355 1.841 -4.917  0.11
75 H 4.682 3.866 -4.448  0.09
76 H 4.622 4.898 -2.192  0.09
77 H 3.225 3.871 -0.418  0.10
78 H 1.915 1.845 -0.894  0.09
79 H -1.720 5.461 1.301  0.10
80 H -0.070 7.057 2.150  0.09
81 H 2.038 6.251 3.181  0.08
82 H 2.470 3.806 3.307  0.09
83 H 0.812 2.201 2.360  0.09
84 H -1.932 1.028 3.331  0.10
85 H -3.622 0.999 5.183  0.09
86 H -5.410 2.725 5.235  0.08
87 H -5.473 4.454 3.460  0.09
88 H -3.805 4.471 1.683  0.09
89 C 3.966 -1.968 5.314  -0.03
90 C 3.751 -0.908 4.285  -0.32
91 C 4.599 0.020 3.730  0.00
92 C 3.830 0.694 2.749  -0.36
93 N 2.585 0.250 2.736  0.05
94 N 2.561 -0.719 3.677  0.03
95 C 4.283 1.713 1.752  -0.03
96 H 4.861 -1.751 5.896  0.07
97 H 4.084 -2.937 4.824  0.06
98 H 3.116 -2.030 5.996  0.08
99 H 5.644 0.164 3.964  0.10
100 H 1.772 -1.344 3.707  0.14
101 H 5.005 2.404 2.193  0.07
102 H 3.433 2.281 1.377  0.05
103 H 4.757 1.222 0.898  0.09
104 F 2.335 -3.923 -0.929  0.13
105 C 2.791 -4.395 0.232  -0.66
106 F 4.014 -4.902 0.015  0.12
107 F 1.988 -5.401 0.615  0.11
108 S 2.859 -3.085 1.525  0.43
109 O 3.455 -1.965 0.834  -0.38
110 O 3.671 -3.727 2.536  -0.30
111 O 1.461 -2.908 1.906  -0.42

## Properties
Lowest unoccupied orbital energy   3.84 eV
Kohn-Sham gap   6.30 eV
Net charge   -2
Energy   -3171.50584 hartree
HOMO   -0.0906 hartree
ΔE to the lowest compared entry with this formula, charge and spin   31.3 kcal per mole

Q: energy of number 2 (C45H50F3N6O5RbS)?
A: -3171.50584 hartree